Record 1
53
Properties=species:S:1:pos:R:3 method="wB97M-V/def2-TZVPD" orbital_gap_ev="3.8 / 4.6" multiplicity=3 fmax_ha_per_bohr=0.1422 total_charge=0 e_homo_ev="-4.89 / -5.99" de_lowest_kcal_mol=76.42 lumo_energy_ev="-1.1 / -1.4"
P -0.4463 -1.0847 -5.4670
P 1.3730 2.5374 -3.7756
C 0.3087 0.5595 -5.8798
C 1.4793 1.2958 -5.1610
H -0.5604 1.2151 -6.0403
H 0.7075 0.3731 -6.9012
H 2.2695 0.5628 -4.9473
H 1.9062 1.9080 -5.9845
C -0.2126 3.3269 -4.2142
H -0.5695 3.9622 -3.3976
H -0.9913 2.5571 -4.3247
H -0.1822 3.9471 -5.1208
C 2.8301 3.6013 -4.1114
H 2.5256 4.4328 -4.7448
H 3.6611 3.0353 -4.5614
H 3.1219 4.0230 -3.1331
C -1.6930 -1.9138 -6.7280
H -1.6407 -3.0145 -6.6843
H -1.4520 -1.6506 -7.7707
H -2.7515 -1.6698 -6.5874
C 0.7426 -1.9639 -6.7590
H 1.7912 -1.7649 -6.5158
H 0.5321 -1.5838 -7.7708
H 0.5957 -3.0544 -6.7865
Pt 1.4065 2.1643 -1.8033
C -1.4854 -0.2165 -3.5870
C -2.3989 -0.9625 -4.2855
C -2.9933 -2.0792 -3.4681
C -1.9840 -3.2368 -3.2374
C -0.9322 -3.2797 -4.2437
C 0.2345 -2.4285 -4.2408
C 0.7020 -1.5346 -3.0857
C -0.4494 -0.6671 -2.5579
C 1.8185 1.3422 0.0961
H -1.6241 0.8834 -3.4607
H -2.9936 -0.3968 -5.0081
H -3.9099 -2.4251 -3.9778
H -3.2579 -1.6720 -2.4811
H -1.5225 -3.1014 -2.2353
H -2.5562 -4.1808 -3.2060
H -0.9510 -4.1068 -4.9643
H 1.0931 -2.9697 -4.6851
H 1.4940 -0.8656 -3.4993
H 1.1900 -2.1504 -2.3111
H -0.8461 -1.1081 -1.6333
H 0.0448 0.2903 -2.2306
H 2.4480 2.1911 0.4232
H 2.4209 0.4212 0.0752
H 0.8778 1.2612 0.6503
Cl -1.2830 4.2228 -1.2318
C 0.3054 3.6938 -0.6657
H 0.9410 4.5843 -0.6933
H 0.1765 3.3683 0.3848

=====

Record 2
53
Properties=species:S:1:pos:R:3 method="wB97M-V/def2-TZVPD" orbital_gap_ev="3.4 / 4.2" multiplicity=3 fmax_ha_per_bohr=0.1497 total_charge=0 e_homo_ev="-4.90 / -5.64" de_lowest_kcal_mol=112.57 lumo_energy_ev="-1.5 / -1.4"
P 1.2026 1.0993 -1.2951
P -1.3060 -2.1432 -0.3979
C 0.6653 -0.5123 -2.0094
C -0.7625 -1.1228 -1.8309
H 1.4344 -1.2565 -1.7387
H 0.6954 -0.3877 -3.1049
H -1.5983 -0.4429 -2.0835
H -0.8086 -1.9488 -2.5772
C 0.1492 -3.2299 -0.1059
H 0.0080 -3.8680 0.7820
H 1.0082 -2.5539 0.0932
H 0.2501 -3.8347 -1.0240
C -2.6968 -3.1462 -1.1500
H -2.1755 -3.9496 -1.6158
H -3.3038 -2.6197 -1.9201
H -3.4205 -3.4908 -0.4042
C 2.9729 1.7704 -1.8214
H 2.9845 2.8751 -1.8081
H 3.2400 1.4720 -2.8425
H 3.8022 1.4521 -1.1656
C 0.8738 1.9923 -3.0290
H -0.1722 1.8916 -3.3484
H 1.5096 1.6051 -3.8404
H 1.0965 3.0762 -2.9802
Pt -2.3690 -1.7715 1.2738
C 1.1564 0.1746 0.9811
C 2.2926 0.8058 0.5492
C 2.5729 1.8591 1.6069
C 1.7044 3.1013 1.3398
C 1.2593 3.1975 -0.0478
C 0.1520 2.4940 -0.6235
C -0.8687 1.6909 0.1595
C -0.1927 0.7845 1.2164
C -3.4069 -0.7323 2.7137
H 1.1996 -0.8771 1.2660
H 3.1420 0.2022 0.1926
H 3.6224 2.1379 1.6579
H 2.2456 1.4932 2.5996
H 0.8168 3.0807 1.9899
H 2.2558 4.0229 1.5976
H 1.6358 3.9824 -0.6781
H -0.3882 3.0711 -1.3702
H -1.4591 1.0784 -0.5404
H -1.6290 2.3400 0.6245
H -0.2263 1.3271 2.1760
H -0.8500 -0.1249 1.3479
H -4.2231 -1.4877 2.7892
H -3.7382 0.2582 2.3851
H -2.8332 -0.7388 3.6455
Cl -0.4472 -3.8961 3.0921
C -2.0739 -3.2304 2.8185
H -2.6902 -4.1194 2.6292
H -2.3083 -2.8507 3.8263

=====

Record 3
60
Properties=species:S:1:pos:R:3 method="wB97M-V/def2-TZVPD" orbital_gap_ev=8.8 smiles="CCSC[C@H](N)[C@H](N)OCCNC.C[C@@H]1COC(=O)O1.C[C@@H]1COC(=O)O1" fmax_ha_per_bohr=0.0090 total_charge=0 e_homo_ev=-8.34 de_lowest_kcal_mol=0.00 lumo_energy_ev=0.4
C -0.3234 1.8876 -0.4231
C -1.1516 2.3836 -1.6151
S -1.9453 1.1093 -2.6130
C -0.5708 -0.0410 -2.8549
C 0.7501 0.5733 -3.3177
N 0.6878 1.0852 -4.6852
C 1.8518 -0.4765 -3.1645
N 1.8958 -0.9039 -1.7700
O 3.1128 -0.0461 -3.6174
C 3.6748 1.1613 -3.1095
C 4.3786 1.0324 -1.7571
N 3.6081 1.6146 -0.6663
C 3.7807 0.9889 0.6355
H -0.9430 1.8159 0.4731
H 0.1420 0.9230 -0.6177
H 0.4703 2.6118 -0.2307
H -0.5471 3.0287 -2.2557
H -1.9822 3.0076 -1.2770
H -0.4453 -0.6066 -1.9333
H -0.9313 -0.7205 -3.6340
H 0.9968 1.4078 -2.6561
H -0.2710 1.1797 -4.9958
H 1.1666 0.4660 -5.3275
H 1.6085 -1.3054 -3.8481
H 2.7367 -1.4541 -1.6303
H 1.1492 -1.5649 -1.5884
H 4.3818 1.4652 -3.8831
H 2.9217 1.9508 -3.0357
H 5.3736 1.4937 -1.8307
H 4.5040 -0.0311 -1.5519
H 3.7817 2.6065 -0.6070
H 2.9852 0.2578 0.8062
H 3.7298 1.7413 1.4240
H 4.7400 0.4651 0.7410
C -1.8387 -4.5822 2.3874
C -1.0441 -3.3409 2.0908
C -1.4433 -2.5762 0.8416
O -0.1999 -1.9848 0.4404
C 0.8103 -2.7536 0.9206
O 1.9501 -2.6168 0.6142
O 0.3299 -3.6705 1.7824
H -1.4446 -5.0905 3.2656
H -2.8783 -4.3155 2.5788
H -1.7966 -5.2718 1.5439
H -1.0272 -2.6695 2.9535
H -2.1813 -1.7962 1.0060
H -1.7806 -3.2510 0.0509
C -1.6634 1.5237 3.7917
C -2.9901 1.2793 3.1254
C -4.2030 1.8228 3.8579
O -5.2300 0.9030 3.4683
C -4.6436 -0.2764 3.1557
O -5.2211 -1.2950 2.9671
O -3.3002 -0.1267 3.0932
H -0.8603 1.0460 3.2318
H -1.4577 2.5929 3.8446
H -1.6642 1.1110 4.8012
H -2.9777 1.6357 2.0911
H -4.4874 2.8310 3.5713
H -4.0742 1.7652 4.9416

=====

Record 4
55
Properties=species:S:1:pos:R:3 method="wB97M-V/def2-TZVPD" orbital_gap_ev="5.8 / 7.4" multiplicity=3 fmax_ha_per_bohr=0.0612 total_charge=0 e_homo_ev="-5.87 / -7.43" lumo_energy_ev="-0.1 / -0.1"
P 0.3277 -2.1200 0.8902
P -0.3295 2.2525 1.9936
C 0.6117 0.2046 -0.2257
C 0.4992 1.6286 0.3161
H -0.2006 -0.0337 -0.9227
H 1.5942 -0.1467 -0.5818
H 1.5514 1.9754 0.3854
H -0.0411 2.2814 -0.3912
C -1.7659 3.2723 1.4710
H -2.0542 4.0151 2.2295
H -2.6388 2.6344 1.2973
H -1.4966 3.7828 0.5389
C 0.9403 3.5523 2.2601
H 0.7699 4.3447 1.5156
H 1.9336 3.1146 2.1069
H 0.8983 3.9723 3.2736
C -0.7804 -3.2980 0.0429
H -0.8255 -4.2430 0.6027
H -0.4378 -3.4934 -0.9820
H -1.7647 -2.8171 0.0005
C 1.9541 -2.8052 0.4239
H 2.7034 -2.0042 0.3950
H 1.9123 -3.2947 -0.5595
H 2.2552 -3.5548 1.1748
Ni -0.3825 -0.1079 1.2624
C 0.3625 1.2894 -2.5909
C -0.9794 1.4082 -2.4433
C -2.0073 0.5874 -3.1499
C -1.5425 -0.8177 -3.6318
C -0.8002 -1.5702 -2.5649
C 0.5401 -1.7306 -2.5068
C 1.5355 -0.9124 -3.2777
C 1.1188 0.5516 -3.6508
C 0.2207 -2.6109 2.6375
H 1.0362 1.8962 -1.9789
H -1.4257 2.1842 -1.8120
H -2.3768 1.1613 -4.0202
H -2.8952 0.4469 -2.4983
H -2.4515 -1.4150 -3.8398
H -1.0095 -0.7333 -4.5932
H -1.4895 -2.1286 -1.9252
H 0.9815 -2.6442 -2.0939
H 1.7894 -1.4529 -4.2085
H 2.4976 -0.8775 -2.7381
H 2.0619 1.1162 -3.7977
H 0.6470 0.5748 -4.6511
H 0.9594 -2.0185 3.1946
H 0.4272 -3.6795 2.6956
H -0.7917 -2.3386 2.9654
B -0.2390 0.9654 5.7956
C -0.3108 0.3554 4.3921
N -0.4016 -0.0421 3.2858
H 0.8003 0.5845 6.3346
H -1.2192 0.5499 6.4229
H -0.2721 2.1880 5.7313

=====

Record-wise DFT total energy values, in hartree: -1891.2457; -1891.1881; -1718.5946; -2900.3794